Record 1
Computed, not measured: a cluster of 2 separate species, C26H21F3NO4S in total in a non-equilibrium geometry, with the ωB97M-V functional and the def2-TZVPD basis.

Its total charge is -1.

```
56
Properties=species:S:1:pos:R:3:nbo_charge:R:1
C 3.658 -0.484 -1.360 -0.043
H -0.012 -3.348 -1.617 0.214
C -0.909 -2.738 -1.724 -0.158
H 3.458 -1.382 -4.639 0.227
C 3.123 -0.940 -2.571 -0.150
C -3.355 1.088 4.073 -0.194
C -3.127 -2.417 -2.628 0.174
C 5.256 -0.658 -3.618 -0.209
C -1.619 -0.357 3.149 -0.019
H -4.343 -2.173 4.212 0.191
C -2.471 -1.480 3.372 -0.224
C -5.086 -3.870 -3.073 -0.391
H -6.090 -3.605 -3.432 0.183
O 2.748 -0.014 0.831 -0.521
O 0.370 1.062 4.669 -0.953
H -3.810 -3.394 -5.493 0.162
H -4.798 -4.847 -3.496 0.162
C -1.927 -3.161 -2.548 -0.235
C 4.995 -0.115 -1.253 -0.206
C 1.360 -0.911 -0.977 -0.337
H 6.851 0.085 -2.337 0.212
F 1.934 -1.182 5.032 -0.326
C -0.295 -0.481 2.631 -0.878
H -0.016 -0.304 0.512 0.285
C -1.016 -1.521 -0.997 -0.023
H -5.187 -2.297 -5.212 0.182
F 2.334 -1.602 2.922 -0.327
C -3.707 -1.309 3.994 -0.228
H -1.483 1.805 3.324 0.212
H -4.234 -0.725 -1.868 0.218
H -1.813 -4.057 -3.167 0.210
C -4.161 -2.534 -4.897 -0.391
C 3.910 -1.030 -3.712 -0.171
C 1.660 -1.196 -2.431 0.551
H 5.894 -0.716 -4.499 0.210
C -4.161 -0.026 4.351 -0.313
H -2.101 -2.477 3.107 0.190
H -5.094 -3.944 -1.978 0.213
S 0.861 0.611 3.384 2.079
H -2.394 -0.019 -0.292 0.235
H -5.126 0.117 4.844 0.191
C 2.604 -0.413 -0.315 0.595
N -4.164 -2.827 -3.476 -0.499
C 0.134 -0.906 -0.385 -0.030
H 5.366 0.229 -0.287 0.236
O 1.363 1.558 2.423 -0.935
F 3.385 0.053 3.935 -0.323
H -3.511 -1.673 -5.097 0.213
O 0.915 -1.508 -3.352 -0.552
C -3.289 -1.272 -1.808 -0.226
C -2.108 0.933 3.494 -0.256
H 0.134 -1.458 2.392 0.225
C -2.275 -0.875 -0.958 -0.180
H -3.683 2.095 4.327 0.192
C 5.800 -0.202 -2.394 -0.201
C 2.228 -0.614 3.838 0.736
```

Record 2
Computed, not measured: the molecule C26H21F6NO2S in a non-equilibrium geometry, with the ωB97M-V functional and the def2-TZVPD basis.

Its SMILES is Cc1c([C@@H](c2ccccc2)[C@H](c2ccc(C(F)(F)F)cc2)S(=O)(=O)C(F)(F)F)c2ccccc2n1C. Its energy above the lowest of the compared OMol25 structures with the same formula, charge and spin is 0.00 kJ/mol.

```
57
Properties=species:S:1:pos:R:3:nbo_charge:R:1
C 3.709 -1.870 -0.647 -0.123
H -2.362 -2.500 2.867 0.238
H 7.010 -0.070 -1.928 0.216
F -4.524 0.816 2.237 -0.327
O 1.933 1.420 3.153 -0.891
H 1.863 -2.604 -2.267 0.236
C 0.483 -1.479 -1.031 0.076
F -4.338 -0.303 4.121 -0.326
N 4.976 -0.229 -1.575 -0.371
C 3.465 -3.135 -0.113 -0.217
H 1.187 0.501 -0.643 0.234
C -1.377 -3.481 -1.669 -0.218
C -3.972 -0.303 2.800 0.968
S 2.638 0.779 2.069 2.002
H 2.083 -1.453 1.527 0.246
C 3.976 -0.250 2.936 0.754
C -0.487 -1.632 2.274 -0.179
C 3.316 1.601 -1.965 -0.668
C 2.901 -0.704 -0.874 -0.075
H 4.329 -5.073 0.230 0.213
C 1.515 -0.589 1.153 -0.326
C 6.131 0.580 -1.911 -0.402
H 5.996 1.047 -2.894 0.205
H -1.243 -0.291 -0.491 0.215
C 0.170 -0.477 1.826 -0.048
C 4.519 -4.058 -0.118 -0.231
C 5.023 -1.536 -1.093 0.210
C -0.048 -3.593 -2.087 -0.208
C 3.691 0.252 -1.509 0.236
C -1.803 0.826 2.317 -0.200
C -2.485 -0.354 2.593 -0.085
C -0.893 -1.263 -0.851 -0.222
H 2.261 1.591 -2.264 0.230
H -2.080 -4.302 -1.822 0.217
H 0.052 -2.582 2.261 0.223
C -0.484 0.754 1.889 -0.187
H 6.293 1.378 -1.168 0.208
F 4.563 -1.070 2.020 -0.315
O 3.374 1.565 1.102 -0.921
H 3.420 2.326 -1.144 0.253
H -2.288 1.794 2.393 0.239
F 3.432 -1.024 3.900 -0.311
H 2.465 -3.381 0.266 0.214
C 6.089 -2.414 -1.011 -0.260
C -1.805 -2.294 -1.066 -0.224
H 7.080 -2.081 -1.308 0.212
H -2.842 -2.169 -0.748 0.221
C 5.814 -3.709 -0.542 -0.224
C 1.507 -0.518 -0.368 -0.328
C -1.831 -1.583 2.618 -0.199
F 4.922 0.540 3.458 -0.296
H 3.930 1.915 -2.817 0.224
C 0.857 -2.551 -1.843 -0.243
H 6.616 -4.447 -0.502 0.216
H 0.296 -4.503 -2.586 0.217
F -4.587 -1.384 2.219 -0.329
H 0.010 1.675 1.574 0.227
```

Number 1: HOMO level -3.127 eV, energy -55969.37891 eV. Number 2: HOMO level -7.738 eV, energy -60028.02174 eV.